[1]
# C10H11N2O

A gas-phase ion, C10H11N2O (charge +1) (ωB97M-V with the def2-TZVPD basis set, the OMol25 dataset).

E_HOMO: -12.94 eV
total charge: +1
SMILES string: C[C@@]1(c2ccccc2)[NH+]=CNC1=O
energy relative to the best compared isomer or geometry (same formula, charge and spin): 0.4 kcal/mol
Kohn-Sham gap: 0.320 Eh
energy: -572.1358 a.u.

```
24
Properties=species:S:1:pos:R:3:mulliken_charge:R:1
C -1.1752 1.4771 1.3498 -1.82
C -0.9902 0.3314 0.2508 1.54
C 0.5792 0.1593 -0.0302 0.16
C 1.5482 0.9316 0.5657 -0.01
C 2.8702 0.4800 0.5552 -0.73
C 3.2178 -0.5974 -0.2831 -0.38
C 2.2745 -1.2868 -0.9888 -0.64
C 0.9939 -0.8739 -0.8195 -0.21
N -1.5780 -1.0065 0.5943 -0.05
C -2.5459 -1.3056 -0.2237 -0.25
N -2.7237 -0.3624 -1.1018 -0.04
C -1.7431 0.6673 -0.9759 0.09
O -1.6191 1.4727 -1.8190 -0.47
H -2.1532 1.8697 1.6883 0.35
H -0.6954 2.3409 0.7580 0.44
H -0.6393 1.2410 2.2023 0.48
H 1.2051 1.8352 1.2420 0.21
H 3.6747 1.0524 1.0789 0.35
H 4.2169 -0.9173 -0.0826 0.39
H 2.4574 -1.9632 -1.8801 0.31
H 0.2125 -1.3413 -1.4295 0.20
H -1.0922 -1.5721 1.3683 0.36
H -3.0908 -2.2122 -0.0602 0.46
H -3.2044 -0.4198 -1.9590 0.26
```



[2]
# CH2F3P

CH2F3P in the gas phase (ωB97M-V with the def2-TZVPD basis set, the OMol25 dataset).

E_HOMO: -11.18 eV
SMILES string: FCP(F)F
energy relative to the best compared isomer or geometry (same formula, charge and spin): 36.6 kcal/mol
Kohn-Sham gap: 0.379 Eh
energy: -680.2383 a.u.

```
7
Properties=species:S:1:pos:R:3:mulliken_charge:R:1
F -0.4755 -1.1726 1.1195 -0.25
C 0.3608 -0.7648 0.0823 -0.23
P 2.0302 -0.1972 0.7603 0.60
F 2.7758 -0.6167 -1.0849 -0.49
F 1.9426 1.3694 0.3947 -0.21
H 0.0702 0.0516 -0.4838 0.28
H 0.5593 -1.4679 -0.6297 0.30
```